DFT (wB97M-V/def2-TZVPD) results for a gas-phase ion, C5H4N (charge +1) at a distorted geometry.

Each atom is followed by the atoms it is bonded to, with distances in Å.
Geometry (Å):
1 C 1.37862 0.42839 -0.19159  N2 1.410, H7 1.096, H8 1.157, H9 1.046
2 N 0.03312 0.06631 0.02576  C1 1.410, C3 1.276, C6 1.647
3 C -0.67872 -0.52210 0.90669  N2 1.276, C4 1.456, H10 1.136
4 C -1.95645 -0.35996 0.22860  C3 1.456, C5 1.361, C6 1.557
5 C -2.60727 -0.03420 -0.92182  C4 1.361, C6 1.410
6 C -1.21182 0.12346 -1.05092  N2 1.647, C4 1.557, C5 1.410
7 H 1.64193 1.43760 -0.52901  C1 1.096
8 H 2.07386 0.00873 0.63209  C1 1.157
9 H 1.76858 -0.11678 -0.99411  C1 1.046
10 H -0.44187 -1.03145 1.89431  C3 1.136

The net charge is +1. As for the energy above the lowest of the compared OMol25 structures with the same formula, charge and spin: 534.9 kJ/mol. The LUMO energy is -7.60 eV. For the gap between HOMO and LUMO, the calculation gives 7.059 eV.

Löwdin atomic charge list, values in e, 8 entries: 0.009, -0.019, 0.064, 0.021, 0.191, 0.153, 0.130, 0.161

=====

DFT (wB97M-V/def2-TZVPD) results for a gas-phase ion, C5H4N (charge +1) at a distorted geometry.

Each atom is followed by the atoms it is bonded to, with distances in Å.
Geometry (Å):
1 C 0.48804 1.25593 -0.06155  C2 1.308, C6 1.309
2 C -0.73673 0.79649 -0.08980  C1 1.308, C3 1.682, H7 1.005
3 C -0.99925 -0.85171 0.11739  C2 1.682, C4 1.393, H8 1.088, H9 1.088
4 C 0.31627 -1.19292 -0.18945  C3 1.393, N5 1.207
5 N 1.45074 -0.78446 -0.14288  C4 1.207, C6 1.411
6 C 1.62474 0.60925 -0.00357  C1 1.309, N5 1.411, H10 1.025
7 H -1.57757 1.28590 -0.34368  C2 1.005
8 H -1.22898 -1.10022 1.15158  C3 1.088
9 H -1.88078 -1.08011 -0.47844  C3 1.088
10 H 2.54352 1.06184 0.04039  C6 1.025

The net charge is +1. As for the energy above the lowest of the compared OMol25 structures with the same formula, charge and spin: 254.1 kJ/mol. The LUMO energy (spin up / spin down) is -7.55 / -7.10 eV. For the gap between HOMO and LUMO (spin up / spin down), the calculation gives 6.696 / 8.310 eV.

natural (NBO) atomic charge list, values in e, 8 entries: 0.121, -0.100, -0.558, 0.672, -0.291, 0.011, 0.254, 0.316